This record from OMol25 describes a molecular structure, C8H9AuNO6. The level of theory is wB97M-V/def2-TZVPD.

Each line ends with the Löwdin charge.
Cartesian coordinates (Å):
Au 0.7792 -1.1767 0.5418  1.03
C 2.6675 -0.3012 0.7338  -0.37
O 3.5916 -0.5888 1.4100  0.18
C -0.6671 -2.6009 0.3024  -0.07
O -1.0095 -3.6872 0.4771  0.24
C 0.8421 -0.3387 -1.6271  -0.02
O 1.2456 -0.1964 -2.7036  0.18
C -0.4131 0.3526 1.5143  -0.07
O -0.7302 0.9587 2.4125  0.25
C -2.4258 1.7522 -1.5416  0.22
H -2.2873 2.3681 -0.6086  0.14
H -1.6496 1.9298 -2.3442  0.14
C -2.9241 0.4874 -1.3991  0.21
H -2.5382 -0.3151 -2.0786  0.13
H -3.1820 0.1310 -0.3681  0.13
N 4.4500 2.5434 -1.3560  0.22
C 3.0280 3.0029 -1.0626  0.03
C 2.2429 1.8944 -0.4358  -0.52
O 2.9895 0.8040 -0.2784  -0.03
O 1.1052 1.9504 -0.0516  0.07
H 4.8767 2.1795 -0.4848  0.19
H 5.0566 3.3177 -1.6791  0.20
H 4.4617 1.8340 -2.1117  0.19
H 3.1246 3.7926 -0.3438  0.16
H 2.6102 3.3063 -2.0066  0.16

Calculated values
- Relative energy (zero: lowest compared OMol25 entry of this formula, charge and spin): 0.0 kcal per mole
- Net charge: +3
- ⟨S²⟩: 2.009
- Gap between HOMO and LUMO (spin up / spin down): 0.303 / 0.147 hartree
- Multiplicity: 3
- HOMO level (spin up / spin down): -20.24 / -19.75 eV
- Electronic energy: -950.70819 a.u.
- LUMO (spin up / spin down): -12.005 / -15.753 eV

---

This record from OMol25 describes a single C8H9BrCl2N4 molecule. The level of theory is wB97M-V/def2-TZVPD.

Each line ends with the Löwdin charge.
Cartesian coordinates (Å):
C 4.9673 -0.5463 0.9626  -0.12
C 3.4747 -0.6541 0.7983  -0.72
Cl 2.6488 -1.6808 1.9332  0.71
C 2.8299 -0.0209 -0.1494  -0.63
Cl 3.6731 1.0022 -1.2943  0.71
C 1.3604 -0.1132 -0.3964  -0.40
N 0.5851 0.0896 0.6578  0.11
N -0.7104 -0.0091 0.4377  0.12
C -1.0679 -0.2468 -0.8160  -0.40
C -2.5598 -0.3167 -1.0663  -0.17
C -3.3419 0.8941 -0.4952  -0.73
C -3.9697 0.6008 0.8935  -0.14
Br -2.3438 2.5708 -0.5242  0.69
N -0.2902 -0.4345 -1.8710  0.13
N 1.0094 -0.3883 -1.6401  0.12
H 5.3989 -1.3128 0.3035  0.09
H 5.3468 0.4067 0.6015  0.05
H 5.2898 -0.7759 1.9773  0.07
H -2.7594 -0.3661 -2.1369  0.11
H -2.8994 -1.2462 -0.6000  0.12
H -4.1931 1.0407 -1.1595  0.07
H -3.3541 0.9674 1.7130  0.06
H -4.1155 -0.4805 0.9620  0.07
H -4.9789 1.0198 0.9090  0.07

Calculated values
- Net charge: 0
- SMILES: C/C(Cl)=C(\Cl)c1nnc(C[C@@H](C)Br)nn1
- Gap between HOMO and LUMO: 0.313 hartree
- Multiplicity: 1
- HOMO level: -9.44 eV
- Electronic energy: -4023.57927 a.u.
- LUMO: -0.937 eV

---

This record from OMol25 describes a single C8H9BrN2 molecule. The level of theory is wB97M-V/def2-TZVPD.

Each line ends with the Löwdin charge.
Cartesian coordinates (Å):
C 0.6180 2.4358 -0.5899  -0.04
N -0.1831 1.2668 -0.2821  -0.21
N -1.5006 1.4574 -0.2235  0.06
C -2.0570 0.5642 0.4863  -0.08
C -0.9977 -0.5783 0.8990  -0.15
C -1.0612 -1.7582 -0.0072  -0.08
C 0.0007 -2.3639 -0.6208  -0.07
C 1.3614 -1.7776 -0.5187  -0.12
C 1.4519 -0.5537 0.0194  -0.66
Br 3.1748 0.1289 0.2129  0.78
C 0.3678 0.2755 0.6245  -0.26
H -0.0313 3.2925 -0.7063  0.08
H 1.2573 2.6718 0.2341  0.07
H 1.0029 2.2206 -1.5156  0.06
H -2.9606 0.8284 0.9126  0.07
H -1.2477 -0.9300 1.9520  0.15
H -1.9670 -2.3082 -0.3210  0.11
H -0.1954 -3.1431 -1.2742  0.07
H 2.1129 -2.4179 -0.8125  0.07
H 0.8538 0.6892 1.5311  0.13

Calculated values
- Relative energy (zero: lowest compared OMol25 entry of this formula, charge and spin): 64.2 kcal per mole
- Net charge: 0
- SMILES: CN1N=C[C@H]2C=CC=C(Br)[C@H]21
- Gap between HOMO and LUMO: 0.317 hartree
- Multiplicity: 1
- HOMO level: -8.13 eV
- Electronic energy: -2993.64662 a.u.
- LUMO: 0.481 eV

---

This record from OMol25 describes a molecular structure, C8H9Cl12F3O2. The level of theory is wB97M-V/def2-TZVPD.

Each line ends with the Löwdin charge.
Cartesian coordinates (Å):
C -0.0847 -0.1387 1.7044  -0.41
C -0.9970 -1.2875 1.2669  -0.25
O -0.3793 -2.1841 0.3595  0.04
C -0.2458 -1.9189 -1.0056  -0.23
O -0.7921 -0.9562 -1.5592  -0.17
C 0.5970 -2.9952 -1.6873  -0.53
F 1.6394 -3.4377 -0.9165  0.15
F -0.1614 -4.0706 -1.8491  0.18
F 0.9814 -2.6928 -2.9153  0.17
H -0.6225 0.5118 2.3941  -0.08
H 0.1710 0.5897 0.9349  -0.18
H 0.8673 -0.3834 2.1756  -0.06
H -1.9590 -0.8366 1.0233  -0.02
H -1.1646 -1.6891 2.2663  0.13
C -0.3890 -0.2632 -3.7462  -1.41
Cl 0.8062 0.5293 -2.6751  0.56
Cl 0.2568 -0.6457 -5.3637  0.55
Cl -1.8146 0.7829 -3.7914  0.60
H -0.7218 -1.1403 -3.1912  -0.01
C 3.2183 0.4767 2.9411  -1.45
Cl 2.3977 -0.0466 1.4964  0.63
Cl 2.4924 1.8918 3.5899  0.60
Cl 4.9292 0.8755 2.5709  0.52
H 3.3133 -0.3320 3.6658  0.04
C -0.3432 2.6868 1.2489  -1.41
Cl -0.8112 2.2729 2.8997  0.61
Cl 1.1699 1.7929 0.8375  0.49
Cl -0.1594 4.4991 1.1989  0.53
H -1.1251 2.3465 0.5700  -0.17
C -2.2140 1.0205 -0.9548  -1.21
Cl -3.6332 1.9511 -1.6609  0.50
Cl -2.3398 0.8776 0.8052  0.76
Cl -0.5786 1.8731 -1.2100  0.52
H -2.3038 0.0403 -1.4230  0.00

Calculated values
- Relative energy (zero: lowest compared OMol25 entry of this formula, charge and spin): 314.1 kcal per mole
- Net charge: 0
- Gap between HOMO and LUMO: 0.323 hartree
- Multiplicity: 1
- HOMO level: -9.17 eV
- Electronic energy: -6282.11482 a.u.
- LUMO: -0.393 eV

---

This record from OMol25 describes a molecular structure, C8H9Cl2Li. The level of theory is wB97M-V/def2-TZVPD.

Each line ends with the Löwdin charge.
Cartesian coordinates (Å):
Li 0.2052 0.0826 0.1156  0.59
C -0.0610 0.0217 2.0984  -0.22
C 1.1625 -0.7613 2.0340  -0.44
C 2.4451 -0.1752 2.1967  -0.09
C 3.6138 -0.9008 2.0459  -0.14
C 3.5868 -2.2498 1.6835  -0.14
C 2.3440 -2.8486 1.5011  -0.11
C 1.1662 -2.1317 1.6755  -0.09
H 0.0477 0.9512 2.6551  0.01
H -0.9319 -0.5403 2.4346  0.01
H 2.4975 0.8701 2.4820  0.11
H 4.5655 -0.4099 2.2217  0.10
H 4.5015 -2.8168 1.5687  0.09
H 2.2877 -3.8988 1.2375  0.10
H 0.2125 -2.6360 1.5512  0.10
Cl 4.1199 -1.1909 -2.7139  0.56
C 3.6560 -0.2641 -1.3114  -0.95
Cl 1.9412 0.3010 -1.4316  0.49
H 4.2557 0.6328 -1.2542  0.04
H 3.7130 -0.8741 -0.4199  -0.01

Calculated values
- Relative energy (zero: lowest compared OMol25 entry of this formula, charge and spin): 0.0 kcal per mole
- Net charge: 0
- Gap between HOMO and LUMO: 0.235 hartree
- Multiplicity: 1
- HOMO level: -6.52 eV
- Electronic energy: -1238.12704 a.u.
- LUMO: -0.136 eV

---

This record from OMol25 describes a molecular structure, C8H9ClNO3P. The level of theory is wB97M-V/def2-TZVPD.

Each line ends with the Löwdin charge.
Cartesian coordinates (Å):
C 1.8650 -2.3512 -0.1900  -0.09
C 0.8922 -2.3143 0.6982  -0.02
C 2.2635 -1.2105 -0.9853  -0.06
C 0.0480 -1.0100 0.8160  -0.14
C 1.6447 -0.0168 -0.8540  -0.03
C 0.6245 0.1558 0.1160  -0.19
C 0.4237 2.6120 -0.1606  -0.10
C 0.0381 1.3699 0.4149  -0.13
N -1.3340 -1.3367 0.3166  -0.29
O -1.5830 -2.3916 -0.1999  0.14
O -2.1888 -0.4407 0.3213  -0.14
O -4.1373 1.3053 1.3554  -0.48
P -3.1166 1.6451 0.3842  0.49
Cl -3.7774 1.3717 -1.5628  0.14
H 2.4785 -3.1949 -0.4613  0.11
H 0.3269 -3.1765 1.0770  0.12
H 3.2283 -1.2883 -1.5250  0.12
H -0.2156 -0.8339 1.8269  0.15
H 1.8643 0.7742 -1.5000  0.10
H -0.1207 2.8458 -1.0532  0.09
H 0.0183 3.4380 0.3818  0.08
H 1.4105 2.6866 -0.5090  0.07
H -0.6529 1.3608 1.2927  0.09

Calculated values
- Relative energy (zero: lowest compared OMol25 entry of this formula, charge and spin): 53.7 kcal per mole
- Net charge: 0
- Gap between HOMO and LUMO: 0.289 hartree
- Multiplicity: 1
- HOMO level: -8.67 eV
- Electronic energy: -1392.12158 a.u.
- LUMO: -0.806 eV

---

This record from OMol25 describes 2 unconnected molecules or ions with the total composition C8H9ClO3. The level of theory is wB97M-V/def2-TZVPD.

Each line ends with the Löwdin charge.
Cartesian coordinates (Å):
O -0.3209 0.4550 -1.6096  0.03
C 0.5977 0.2740 -0.8154  -0.46
C 1.2300 -1.0694 -0.7467  -0.03
C 2.3055 -1.3192 -0.0556  -0.13
C 2.9752 -0.2448 0.6900  -0.17
C 2.2430 1.1059 0.7643  -0.03
C 1.1195 1.2399 0.0775  -0.61
Cl 0.1506 2.6628 0.0511  0.75
H 0.9706 -1.8744 -1.5211  0.15
H 2.6051 -2.4231 0.0075  0.14
H 3.1423 -0.6655 1.6589  0.10
H 4.0435 -0.1928 0.1152  0.18
H 2.7141 1.8201 1.3625  0.10
C -3.3475 -0.0940 -0.9336  -0.07
O -3.2209 0.7417 0.1910  -0.06
C -2.5046 0.3111 1.2062  -0.39
O -1.8858 -0.7140 1.2020  0.06
H -2.5996 0.1330 -1.6289  0.05
H -4.4225 -0.0467 -1.4035  0.12
H -3.3521 -1.1818 -0.6107  0.11
H -2.4434 1.0822 1.9987  0.15

Calculated values
- Relative energy (zero: lowest compared OMol25 entry of this formula, charge and spin): 66.3 kcal per mole
- Net charge: 0
- SMILES: O=C1C=CCC=C1Cl.COC=O
- Gap between HOMO and LUMO: 0.359 hartree
- Multiplicity: 1
- HOMO level: -9.87 eV
- Electronic energy: -996.07896 a.u.
- LUMO: -0.116 eV

---

This record from OMol25 describes a molecular structure, C8H9CoI3O4RuS. The level of theory is wB97M-V/def2-TZVPD.

Each line ends with the Löwdin charge.
Cartesian coordinates (Å):
I -2.7137 0.5613 -3.0467  0.82
I -3.8041 -1.6217 -2.0000  0.89
Co -2.1636 0.3897 -0.1533  -0.36
Ru -0.0768 0.7964 1.6506  0.92
S -0.2196 1.0226 -0.7449  0.65
C 1.5641 1.1481 2.4990  -0.14
C -0.9102 2.1052 2.6999  -0.26
C 1.0746 -0.2624 -1.1974  -0.81
C 0.6931 -1.0647 -2.4198  -0.08
C 1.2160 -1.2063 -0.0209  -0.09
C 2.2813 0.6528 -1.4243  -0.07
C -2.9173 -0.5620 1.1379  -0.29
C -0.5557 -0.6752 2.6816  -0.21
O -1.2523 2.9000 3.4642  0.25
O 2.5088 1.3765 3.1242  0.30
O -3.8031 -0.8734 1.8115  0.24
O -0.7941 -1.6012 3.3471  0.28
H 1.5406 -1.7105 -2.6810  0.14
H 0.4091 -0.4291 -3.2551  0.08
H -0.1516 -1.7224 -2.2226  0.07
H 2.1485 -1.7835 -0.1160  0.15
H 0.3753 -1.9075 0.0227  0.10
H 1.2557 -0.6518 0.9461  0.01
H 3.1439 0.0595 -1.7492  0.14
H 2.5343 1.1886 -0.4976  0.09
H 2.0280 1.3964 -2.1920  0.11
I -3.4113 2.4743 0.3360  1.07

Calculated values
- Relative energy (zero: lowest compared OMol25 entry of this formula, charge and spin): 10.5 kcal per mole
- Net charge: +4
- ⟨S²⟩: 24.806
- Gap between HOMO and LUMO (spin up / spin down): 0.196 / 0.196 hartree
- Multiplicity: 10
- HOMO level (spin up / spin down): -22.40 / -24.41 eV
- Electronic energy: -3378.09496 a.u.
- LUMO (spin up / spin down): -17.068 / -19.070 eV